(1)
{
  "formula": "C22H39F13O8SSi",
  "method": "the ωB97M-V functional and the def2-TZVPD basis",
  "species": ["F", "C", "F", "C", "C", "Si", "C", "F", "F", "C", "F", "F", "C", "F", "F", "S", "F", "F", "F", "F", "F", "H", "H", "H", "H", "H", "H", "H", "O", "C", "O", "C", "C", "C", "H", "H", "H", "H", "H", "H", "H", "H", "O", "C", "O", "C", "C", "C", "H", "H", "H", "H", "H", "H", "H", "H", "O", "C", "O", "C", "C", "C", "H", "H", "H", "H", "H", "H", "H", "H", "O", "C", "O", "C", "C", "C", "H", "H", "H", "H", "H", "H", "H", "H"],
  "positions_angstrom": [[-0.1160, 1.7879, -1.8887], [0.8034, 1.9413, -0.6958], [1.7622, 2.9952, -1.0893], [1.5920, 0.4807, -0.6017], [3.1664, 0.5576, -1.1025], [4.0351, -1.0614, -0.4250], [-0.1696, 2.2743, 0.5635], [-0.8731, 1.0651, 1.1357], [-1.2985, 3.1123, 0.0053], [0.4959, 3.2324, 1.7515], [0.6506, 4.5844, 1.0927], [-0.6524, 3.4311, 2.7156], [1.8485, 2.6463, 2.4265], [1.6038, 1.1794, 2.6998], [3.0458, 2.6664, 1.5225], [2.3894, 3.3715, 4.0518], [1.0941, 2.7010, 4.9477], [3.3519, 1.9399, 4.3362], [3.7911, 4.0191, 3.2418], [1.6373, 4.8804, 3.8166], [3.0161, 3.9795, 5.5320], [1.0651, -0.2816, -1.3546], [1.5263, -0.0244, 0.4509], [3.7674, 1.4627, -0.6695], [3.2685, 0.4902, -2.2747], [5.4925, -0.7863, -0.5056], [3.7328, -2.2470, -1.2150], [3.7576, -1.2997, 0.9921], [-6.8913, 6.2033, 3.7406], [-5.8308, 5.8307, 4.2397], [-4.7418, 6.6284, 4.2048], [-3.5081, 6.3607, 4.8972], [-2.6273, 5.4248, 4.0924], [-5.7048, 4.4507, 4.8167], [-3.6986, 5.9961, 5.9106], [-2.9989, 7.3246, 5.0067], [-3.1037, 4.4538, 3.9386], [-1.6712, 5.2643, 4.5994], [-2.4340, 5.8423, 3.0987], [-5.5402, 3.7376, 4.0057], [-6.6378, 4.2043, 5.3331], [-4.9124, 4.3515, 5.5566], [1.5535, -2.8564, -1.6747], [0.4302, -3.1455, -2.0835], [0.2796, -3.9712, -3.1413], [-0.9806, -4.5005, -3.5940], [-1.6925, -3.5092, -4.4940], [-0.7875, -2.5172, -1.4705], [-1.5959, -4.8237, -2.7497], [-0.7484, -5.4030, -4.1701], [-1.9270, -2.5812, -3.9674], [-2.6254, -3.9356, -4.8749], [-1.0560, -3.2382, -5.3428], [-0.9238, -1.5177, -1.8898], [-0.6310, -2.4396, -0.3901], [-1.6992, -3.0969, -1.6048], [4.8209, -1.2925, -3.5257], [5.0411, -2.1222, -4.4064], [4.7048, -3.4173, -4.2245], [4.7670, -4.4307, -5.2454], [6.1689, -4.9969, -5.3619], [5.7657, -1.7269, -5.6602], [4.3826, -4.0525, -6.1969], [4.0845, -5.2284, -4.9320], [6.8913, -4.2308, -5.6530], [6.1995, -5.8005, -6.1037], [6.5018, -5.3943, -4.3973], [6.8391, -1.6983, -5.4590], [5.4254, -0.7302, -5.9577], [5.5705, -2.3806, -6.5085], [-3.7851, -2.6078, -1.1630], [-4.0552, -2.2815, -0.0084], [-3.0694, -1.9997, 0.8704], [-3.2769, -1.4533, 2.1863], [-3.6069, -2.5486, 3.1817], [-5.4788, -2.2764, 0.4676], [-4.0279, -0.6585, 2.1666], [-2.3330, -0.9790, 2.4771], [-4.5328, -3.0663, 2.9207], [-3.7145, -2.1344, 4.1887], [-2.8151, -3.3049, 3.1940], [-5.7761, -3.2975, 0.7174], [-6.1134, -1.9009, -0.3411], [-5.6572, -1.6249, 1.3214]],
  "mulliken_charge": [-0.34, 0.89, -0.28, -0.63, -0.55, 0.84, 0.30, -0.22, -0.31, 0.54, -0.27, -0.22, 0.91, -0.27, -0.28, 1.12, -0.27, -0.31, -0.31, -0.27, -0.30, -0.09, 0.29, 0.34, 0.33, -0.27, -0.14, -0.25, -0.58, 0.73, -0.35, -0.67, -0.61, -0.86, 0.39, 0.33, 0.20, 0.28, 0.32, 0.21, 0.30, 0.32, -0.52, 0.51, -0.41, -0.36, -0.98, -0.78, 0.35, 0.35, 0.25, 0.36, 0.33, 0.29, 0.32, 0.34, -0.52, 0.78, -0.36, -0.38, -0.98, -1.14, 0.34, 0.32, 0.27, 0.36, 0.31, 0.27, 0.32, 0.37, -0.58, 0.93, -0.28, -0.24, -1.11, -1.22, 0.43, 0.13, 0.30, 0.37, 0.32, 0.28, 0.33, 0.36],
  "charge": 0,
  "e_lumo_ev": -2.695,
  "smiles": "FC(F)(CC[SiH3])C(F)(F)C(F)(F)C(F)(F)S(F)(F)(F)(F)F.CCOC(C)=O.CCOC(C)=O.CCOC(C)=O.CCOC(C)=O"
}


(2)
{
  "formula": "C22H39N2O2P3Ru",
  "method": "the ωB97M-V functional and the def2-TZVPD basis",
  "species": ["P", "C", "H", "H", "H", "C", "H", "H", "H", "C", "H", "H", "H", "P", "C", "H", "H", "H", "C", "H", "H", "H", "C", "H", "H", "H", "P", "C", "H", "H", "H", "C", "H", "H", "H", "C", "H", "H", "H", "Ru", "C", "O", "C", "O", "C", "C", "C", "C", "C", "C", "H", "H", "H", "H", "H", "H", "N", "C", "C", "C", "N", "C", "C", "H", "H", "H", "H", "H", "H"],
  "positions_angstrom": [[-0.1114, -0.6455, 2.6655], [1.0777, -1.8886, 3.2230], [0.8354, -2.1027, 4.2767], [2.1112, -1.5268, 3.1192], [0.9609, -2.7953, 2.6067], [0.0562, 0.8119, 3.7325], [-0.8267, 1.4612, 3.7183], [0.9153, 1.4299, 3.4303], [0.2080, 0.4607, 4.7651], [-1.7006, -1.4559, 2.9305], [-1.8527, -1.5398, 4.0098], [-1.6634, -2.4392, 2.4455], [-2.5285, -0.8967, 2.4866], [-1.7836, -1.2437, -1.6844], [-1.1523, -2.7322, -2.5330], [-1.8968, -3.1027, -3.2628], [-0.9272, -3.5209, -1.8006], [-0.2255, -2.4627, -3.0629], [-3.2972, -1.7963, -0.8119], [-4.0147, -0.9783, -0.7162], [-3.0002, -2.0972, 0.2052], [-3.7980, -2.6328, -1.3060], [-2.1319, -0.1748, -3.1229], [-3.0031, -0.5436, -3.6753], [-1.2435, -0.1721, -3.7679], [-2.3150, 0.8572, -2.8196], [1.4154, 2.0894, -1.0548], [3.0730, 1.7073, -1.6687], [3.5512, 2.6561, -1.9567], [2.9679, 1.0223, -2.5251], [3.6574, 1.2061, -0.8817], [0.4884, 2.8614, -2.3916], [1.1681, 3.5246, -2.9434], [-0.3637, 3.4495, -2.0309], [0.1074, 2.0711, -3.0599], [1.6921, 3.2144, 0.3692], [1.6752, 4.2484, -0.0003], [2.6633, 3.0004, 0.8214], [0.9358, 3.1062, 1.1557], [-1.0278, 0.5687, 0.1613], [-0.1734, -1.1467, 0.5206], [0.3258, -2.2176, 0.3223], [0.4927, 0.1761, -1.0675], [1.1494, -0.5723, -1.7454], [-2.2702, 2.3060, -0.8535], [-1.5142, 2.9575, 0.1169], [-1.4527, 2.4545, 1.4176], [-2.3874, 1.4823, 1.8103], [-3.1012, 0.7764, 0.8372], [-3.1648, 1.3080, -0.4536], [-2.1984, 2.5632, -1.9004], [-0.9359, 3.8585, -0.0847], [-0.7414, 2.8854, 2.1122], [-2.5582, 1.2046, 2.8464], [-3.6505, -0.0948, 1.1340], [-3.8601, 0.9443, -1.2107], [6.5720, -0.6810, 1.9474], [5.2941, -0.6490, 1.5262], [4.4203, 0.3355, 2.0184], [3.1107, 0.3747, 1.5768], [2.5993, -0.5028, 0.7141], [3.4065, -1.4677, 0.2433], [4.7455, -1.5692, 0.6087], [6.9396, -0.0026, 2.5932], [7.2083, -1.3863, 1.5817], [4.7064, 1.0876, 2.7420], [2.4626, 1.1579, 1.9523], [3.0195, -2.2048, -0.4519], [5.3867, -2.3712, 0.2199]],
  "mulliken_charge": [0.94, -1.13, 0.56, 0.30, 0.40, -1.25, 0.54, 0.22, 0.53, -1.23, 0.52, 0.42, 0.21, 1.42, -1.16, 0.50, 0.38, 0.37, -1.41, 0.39, 0.24, 0.56, -1.43, 0.49, 0.38, 0.29, 0.92, -1.11, 0.52, 0.44, 0.26, -1.17, 0.57, 0.39, 0.28, -1.32, 0.49, 0.56, 0.22, 0.51, 0.23, -0.51, 0.49, -0.51, -1.21, -0.70, -1.35, -0.56, -1.60, -0.61, 1.00, 1.03, 1.14, 1.03, 1.01, 0.83, -0.21, 0.62, -0.73, -0.58, 1.21, -0.87, -0.91, 0.29, 0.29, 0.47, 0.17, 0.54, 0.43],
  "spin_multiplicity": 5,
  "charge": 4,
  "s2": 6.089,
  "de_lowest_kcal_mol": 0.0,
  "e_lumo_ev": [-11.780, -15.146]
}


(3)
{
  "formula": "C22H39N2O2Y",
  "method": "the ωB97M-V functional and the def2-TZVPD basis",
  "species": ["Y", "C", "C", "C", "C", "C", "C", "C", "C", "C", "C", "C", "C", "C", "C", "C", "C", "C", "H", "H", "H", "H", "H", "H", "H", "H", "H", "H", "H", "H", "H", "H", "H", "H", "H", "H", "H", "H", "H", "H", "H", "H", "H", "H", "H", "H", "H", "C", "C", "N", "O", "C", "C", "N", "O", "H", "H", "H", "H", "H", "H", "H", "C", "H", "H", "H"],
  "positions_angstrom": [[0.1906, -0.4469, -0.6031], [-1.3836, 0.2076, 1.3263], [-0.1276, 0.8482, 1.5842], [-0.0339, 1.9058, 0.5974], [-1.2106, 1.8746, -0.1751], [-2.0501, 0.8508, 0.2577], [-3.4391, 0.5117, -0.2568], [-3.4492, 0.3305, -1.7751], [-3.9709, -0.7650, 0.3928], [-4.3725, 1.6773, 0.1057], [1.1548, 2.7997, 0.2166], [1.5754, 3.7253, 1.3634], [0.7854, 3.7146, -0.9602], [2.3170, 1.9227, -0.2747], [0.5974, 0.5567, 2.8997], [0.1482, 1.6072, 3.9261], [2.1293, 0.5195, 2.8286], [0.1936, -0.8251, 3.4438], [-1.7734, -0.5998, 1.9254], [-1.4086, 2.5259, -1.0100], [-2.8415, -0.5239, -2.0790], [-3.0499, 1.2057, -2.2880], [-4.4681, 0.1624, -2.1297], [-3.3320, -1.6267, 0.1772], [-4.9673, -0.9919, 0.0102], [-4.0441, -0.6649, 1.4764], [-4.0397, 2.5998, -0.3710], [-4.3852, 1.8413, 1.1840], [-5.3929, 1.4723, -0.2249], [0.7186, 4.3148, 1.6935], [2.3509, 4.4168, 1.0269], [1.9612, 3.1920, 2.2278], [-0.0243, 4.3968, -0.6967], [0.4876, 3.1454, -1.8397], [1.6531, 4.3175, -1.2327], [2.6306, 1.1699, 0.4434], [3.1931, 2.5251, -0.5263], [2.0338, 1.4320, -1.2205], [0.4686, 2.6080, 3.6422], [0.5682, 1.3802, 4.9090], [-0.9388, 1.6177, 4.0099], [2.5781, 1.4513, 2.4976], [2.4739, -0.2822, 2.1730], [2.5191, 0.3197, 3.8293], [-0.8556, -0.8704, 3.7351], [0.7831, -1.0470, 4.3346], [0.3957, -1.6108, 2.7119], [2.1676, -4.9098, -3.3742], [1.3668, -4.0629, -2.4388], [0.1075, -3.8741, -2.5231], [-0.4419, -4.5096, -3.6320], [2.0484, -3.3992, -1.3093], [3.2389, -4.0172, -0.6496], [1.5478, -2.2794, -0.9540], [1.9911, -1.5806, 0.1040], [1.7118, -4.9384, -4.3607], [2.2224, -5.9363, -3.0042], [3.1846, -4.5295, -3.4529], [-1.3700, -4.2622, -3.5852], [3.1544, -5.1023, -0.6154], [3.3394, -3.6238, 0.3604], [4.1528, -3.7743, -1.1972], [-0.1301, 0.3907, -2.8642], [-0.9264, -0.2044, -3.3303], [0.7317, 0.2869, -3.5347], [-0.4453, 1.4345, -2.9246]],
  "nbo_charge": [2.06, -0.39, -0.23, -0.07, -0.35, -0.16, -0.07, -0.59, -0.60, -0.59, -0.09, -0.60, -0.60, -0.61, -0.07, -0.60, -0.61, -0.59, 0.23, 0.24, 0.20, 0.22, 0.21, 0.20, 0.21, 0.21, 0.21, 0.21, 0.20, 0.21, 0.21, 0.21, 0.21, 0.22, 0.21, 0.23, 0.23, 0.21, 0.21, 0.20, 0.21, 0.20, 0.23, 0.21, 0.20, 0.21, 0.21, -0.68, 0.19, -0.11, -0.57, 0.18, -0.68, -0.23, -0.70, 0.25, 0.24, 0.22, 0.48, 0.22, 0.25, 0.23, -1.36, 0.21, 0.21, 0.21],
  "charge": 0,
  "e_lumo_ev": 0.255
}


| no. | molar mass (g mol⁻¹) | E (eV) |
| --- | --- | --- |
| 1 | 738.7 | -93857.4717 |
| 2 | 557.6 | -60925.4847 |
| 3 | 452.5 | -31563.9265 |